(1)
The following is a DFT calculation (wB97M-V/def2-TZVPD) of C31H32N6O10RhS as an isolated structure.

As for the expectation value of S²: 6.0593. Its orbital gap (spin up / spin down) is 5.983 / 6.762 eV. Its spin multiplicity is 5. The energy relative to the best compared isomer or geometry (same formula, charge and spin) is 0.1612 eV. For the total energy, the calculation gives -2790.0871 hartree. As for the net charge: -1. As for the LUMO energy (spin up / spin down): 1.47 / 0.77 eV.

Atoms and positions in Å:
Rh (1.32781, -0.88886, -0.52360)
O (2.74690, 2.39546, 1.73619)
C (2.47012, 1.45250, 1.00296)
O (1.30425, 1.09548, 0.60964)
C (3.57158, 0.55104, 0.48100)
C (4.61371, 0.18653, 1.28794)
C (5.53301, -0.76456, 0.81824)
C (5.43775, -1.34205, -0.43375)
C (4.39203, -0.95002, -1.24270)
C (3.39258, -0.03027, -0.81307)
N (4.28181, -1.54051, -2.54646)
O (3.33381, -1.19041, -3.24256)
O (5.14664, -2.31599, -2.92871)
N (6.61849, -1.19549, 1.69060)
O (7.43682, -1.98559, 1.24423)
O (6.70981, -0.67026, 2.78602)
H (4.71518, 0.61836, 2.27212)
H (6.15683, -2.07186, -0.77025)
H (2.89618, 0.56170, -1.57853)
C (-1.34605, 5.89353, 5.25074)
C (-1.39913, 5.29252, 3.87195)
C (-0.40602, 4.42678, 3.42458)
C (-0.44105, 3.88419, 2.15319)
C (-1.47881, 4.21584, 1.28539)
N (-1.41729, 3.65018, -0.01370)
C (-2.40976, 3.62680, -0.93485)
O (-3.46906, 4.22250, -0.83967)
N (-2.18021, 2.92191, -2.12505)
C (-1.30806, 1.91331, -2.52396)
C (-1.32406, 1.51712, -3.86013)
C (-0.48317, 0.51003, -4.29181)
C (0.37343, -0.09138, -3.38699)
N (0.38715, 0.28228, -2.10662)
C (-0.43340, 1.24343, -1.67303)
C (-2.47762, 5.08802, 1.70439)
C (-2.42722, 5.60408, 2.99231)
H (-0.76071, 5.27056, 5.92740)
H (-2.34575, 6.00484, 5.67330)
H (-0.88415, 6.88417, 5.23451)
H (0.42091, 4.16481, 4.07469)
H (0.35515, 3.22002, 1.83702)
H (-0.56911, 3.13848, -0.19165)
H (-2.94750, 3.10109, -2.75246)
H (-1.99673, 2.00498, -4.55633)
H (-0.48663, 0.19132, -5.32474)
H (1.05778, -0.87499, -3.67120)
H (-0.39523, 1.39623, -0.60574)
H (-3.28436, 5.34577, 1.03904)
H (-3.21863, 6.27307, 3.31416)
C (2.45382, -4.22440, -0.38901)
C (2.24710, -3.51559, 0.95602)
C (3.49531, -3.64211, 1.83585)
C (1.02046, -4.08321, 1.68276)
N (1.99246, -2.13383, 0.69190)
H (2.55633, -5.29989, -0.22649)
H (3.35614, -3.86588, -0.88848)
H (1.59485, -4.05412, -1.03991)
H (3.69309, -4.69571, 2.04247)
H (3.34970, -3.12248, 2.78334)
H (4.36632, -3.22089, 1.33547)
H (1.19317, -5.13772, 1.91315)
H (0.12668, -3.98390, 1.07005)
H (0.84120, -3.54174, 2.61098)
C (-6.75346, -2.66220, -2.82026)
C (-5.49374, -2.38951, -2.04422)
C (-4.31618, -2.02745, -2.69006)
C (-3.15907, -1.76179, -1.97169)
C (-3.17159, -1.85695, -0.58913)
C (-4.33365, -2.22289, 0.07194)
C (-5.48308, -2.48578, -0.65484)
S (-1.71796, -1.44970, 0.34968)
O (-1.76701, -2.24084, 1.55548)
O (-1.74181, -0.01427, 0.52294)
O (-0.62618, -1.88098, -0.58374)
H (-6.55372, -2.70562, -3.89093)
H (-7.49548, -1.87890, -2.65067)
H (-7.20575, -3.60960, -2.52236)
H (-4.30188, -1.95779, -3.77226)
H (-2.24181, -1.48802, -2.47791)
H (-4.32441, -2.30796, 1.15058)
H (-6.38987, -2.77500, -0.13470)



(2)
The following is a DFT calculation (wB97M-V/def2-TZVPD) of a 20-piece molecular cluster, C65H175N5O20 overall.

Its orbital gap is 9.513 eV. Its spin multiplicity is 1. The energy relative to the best compared isomer or geometry (same formula, charge and spin) is 0.0000 eV. For the total energy, the calculation gives -4359.9964 hartree. As for the LUMO energy: 0.50 eV.

Atoms and positions in Å:
C (1.82740, 3.40998, -3.03070)
C (3.28644, 3.82043, -3.31490)
C (3.55442, 4.13320, -4.76359)
O (3.83739, 4.86902, -2.50717)
H (1.14553, 4.23536, -3.16185)
H (1.70766, 3.08999, -1.99080)
H (1.60002, 2.58469, -3.70023)
H (3.88066, 2.95307, -2.97471)
H (4.58258, 4.32647, -5.02247)
H (3.03041, 5.06484, -5.08270)
H (3.28673, 3.25328, -5.34139)
H (3.70150, 5.70230, -2.94341)
C (-1.73723, -4.37280, 1.22904)
C (-2.05765, -5.12544, -0.07098)
C (-2.90835, -4.26958, -1.00462)
O (-0.82445, -5.38913, -0.71885)
H (-2.64915, -4.05025, 1.71216)
H (-1.08891, -3.52816, 1.04019)
H (-1.26561, -5.07834, 1.89026)
H (-2.55537, -6.06661, 0.27917)
H (-2.33775, -3.30098, -1.11764)
H (-3.86727, -4.01988, -0.56367)
H (-3.07487, -4.69312, -1.99941)
H (-0.20212, -5.62172, -0.02671)
C (-4.10271, -0.36508, -1.85938)
C (-5.60355, -0.19499, -1.70602)
C (-6.36197, -1.31111, -2.45799)
O (-5.96692, -0.16709, -0.33109)
H (-3.85665, -1.32871, -1.34580)
H (-3.46347, 0.40164, -1.41390)
H (-3.85190, -0.48033, -2.91267)
H (-5.82126, 0.82272, -2.03178)
H (-6.06769, -1.29686, -3.51175)
H (-7.44722, -1.20770, -2.22767)
H (-6.06995, -2.33504, -2.15449)
H (-5.80390, -1.03322, 0.08119)
C (-0.93791, -1.92806, -3.91477)
C (-1.15390, -2.72421, -5.19192)
C (0.14336, -3.34995, -5.64806)
O (-2.18461, -3.68325, -5.03436)
H (-0.13697, -1.21471, -4.04832)
H (-0.72371, -2.65219, -3.07726)
H (-1.88330, -1.43372, -3.70225)
H (-1.54277, -2.14666, -6.06401)
H (0.67526, -4.00911, -4.98118)
H (0.81845, -2.53809, -5.92730)
H (-0.12742, -4.01289, -6.47317)
H (-1.86530, -4.38366, -4.45872)
C (-1.64758, 3.44852, 4.54377)
C (-0.59686, 4.08208, 5.44310)
C (-1.27233, 4.79991, 6.65177)
O (0.25927, 2.91493, 5.75913)
H (-2.23946, 4.23374, 4.00874)
H (-2.39562, 2.85501, 5.07756)
H (-1.30086, 2.73213, 3.76908)
H (-0.01774, 4.81641, 4.86653)
H (-1.74986, 5.67366, 6.22226)
H (-0.56609, 5.06936, 7.46547)
H (-2.00319, 4.16687, 7.14958)
H (1.18079, 3.15135, 5.66814)
C (3.20349, -2.99448, 8.04570)
C (3.47715, -1.50007, 8.05490)
C (2.24660, -0.68764, 7.55512)
O (4.05022, -1.03148, 9.29193)
H (2.25802, -3.20903, 8.55949)
H (4.07823, -3.52278, 8.49621)
H (3.12860, -3.34121, 6.99600)
H (4.28417, -1.27877, 7.32760)
H (1.33223, -0.91120, 8.07298)
H (2.03405, -1.00215, 6.54372)
H (2.45671, 0.40096, 7.51666)
H (3.38808, -1.16346, 9.97588)
C (1.23007, 5.16269, 0.29774)
C (0.88061, 3.90469, 0.99676)
C (1.67371, 3.76427, 2.25708)
O (-0.48985, 3.77431, 1.26390)
H (1.09596, 6.02867, 0.92282)
H (0.73774, 5.31973, -0.63550)
H (2.28890, 5.09875, 0.02748)
H (1.21643, 3.06819, 0.36334)
H (1.25660, 2.97915, 2.91244)
H (1.69257, 4.69796, 2.82602)
H (2.74637, 3.55033, 2.08930)
H (-1.08742, 3.59437, 0.46824)
C (-2.82813, 8.33299, 1.48711)
C (-1.70756, 7.41799, 1.97685)
C (-1.59557, 7.52490, 3.49570)
O (-2.17255, 6.06619, 1.63786)
H (-3.80323, 7.94697, 1.84734)
H (-2.83093, 8.29335, 0.38161)
H (-2.67961, 9.36792, 1.78098)
H (-0.79564, 7.75818, 1.49955)
H (-0.80772, 6.87520, 3.88457)
H (-2.53567, 7.24600, 3.94828)
H (-1.30886, 8.55638, 3.73063)
H (-1.43423, 5.45806, 1.53444)
C (-7.01982, 3.43555, 2.11007)
C (-5.52601, 3.31349, 1.68377)
C (-4.72192, 2.44500, 2.58376)
O (-5.35343, 2.93629, 0.33931)
H (-7.65757, 3.89440, 1.34669)
H (-7.05230, 4.08747, 3.01962)
H (-7.40341, 2.42879, 2.35122)
H (-5.03204, 4.25667, 1.64298)
H (-5.16818, 1.44112, 2.70639)
H (-4.62498, 2.94822, 3.56629)
H (-3.69080, 2.30945, 2.22566)
H (-5.64973, 2.02468, 0.32884)
C (-0.67070, -0.13801, 5.39196)
C (-0.80604, -1.54240, 5.95642)
C (-1.35990, -1.57178, 7.39118)
O (-1.59833, -2.40278, 5.13919)
H (-0.26225, -0.16300, 4.38269)
H (-0.06142, 0.49959, 6.02114)
H (-1.65816, 0.36615, 5.37724)
H (0.21037, -1.98825, 5.95675)
H (-1.39972, -2.60383, 7.76727)
H (-2.33585, -1.12407, 7.39471)
H (-0.72768, -1.00118, 8.11734)
H (-2.49533, -2.02006, 5.14310)
C (0.81199, -7.17693, -3.62725)
C (-0.63054, -7.03542, -3.97287)
C (-1.46007, -8.23261, -3.45191)
O (-1.23190, -5.79634, -3.51305)
H (0.89928, -7.49754, -2.59199)
H (1.39640, -6.29952, -3.88809)
H (1.28392, -7.95190, -4.27479)
H (-0.72485, -6.95554, -5.06679)
H (-2.49348, -8.10881, -3.77064)
H (-1.52002, -8.30664, -2.36407)
H (-1.12374, -9.18150, -3.88843)
H (-0.96771, -5.63005, -2.59490)
C (5.19160, -1.11206, -3.23248)
C (4.02730, -0.16180, -3.55739)
C (2.91211, -0.87459, -4.34462)
O (3.36936, 0.34794, -2.39710)
H (5.98377, -0.67733, -2.60574)
H (5.66781, -1.58008, -4.08713)
H (4.83956, -1.92650, -2.60343)
H (4.48286, 0.68374, -4.11729)
H (2.44256, -1.71291, -3.80747)
H (3.28438, -1.35027, -5.29053)
H (2.20604, -0.07982, -4.60944)
H (4.04480, 0.82135, -1.85319)
C (3.32560, 1.23212, 4.62279)
C (3.91334, 2.40519, 5.43530)
C (5.25037, 2.82423, 4.89231)
O (3.06180, 3.55541, 5.36645)
H (2.31413, 0.97021, 4.92957)
H (3.99667, 0.39013, 4.74720)
H (3.26540, 1.52774, 3.56285)
H (3.99991, 2.04513, 6.49040)
H (5.69392, 3.61325, 5.47561)
H (5.11611, 3.35090, 3.92769)
H (5.90427, 1.96046, 4.71137)
H (3.27443, 4.19127, 6.03757)
C (1.58425, -4.72811, 2.84402)
C (2.05679, -3.30618, 2.41088)
C (2.11478, -2.30410, 3.52737)
O (3.33709, -3.44861, 1.81509)
H (2.34376, -5.11952, 3.50665)
H (1.58579, -5.36682, 1.99046)
H (0.60882, -4.79812, 3.32233)
H (1.39222, -2.92920, 1.61855)
H (2.82424, -2.56443, 4.32689)
H (1.14815, -2.17081, 4.01788)
H (2.47266, -1.37901, 3.06432)
H (3.50894, -2.66541, 1.31103)
C (-0.57712, -0.71767, -0.39638)
C (0.01521, 0.51089, 0.35068)
C (-0.10576, 0.25214, 1.84338)
O (1.41929, 0.58392, -0.00221)
H (-0.01618, -1.64373, -0.17693)
H (-0.64579, -0.61267, -1.48308)
H (-1.64133, -0.88970, -0.04259)
H (-0.53514, 1.43115, 0.06437)
H (0.68167, 0.80559, 2.38730)
H (-0.05452, -0.83392, 2.01153)
H (-1.01695, 0.63762, 2.26914)
H (1.55791, 0.72302, -0.95205)
C (0.09811, -1.16671, -8.84203)
C (-0.29770, 0.24215, -9.17708)
C (-0.40555, 1.13005, -7.92638)
O (-1.35324, 0.63298, -6.95527)
C (-1.13622, 1.31889, -5.75152)
N (0.62613, 0.90607, -10.11197)
H (-0.66749, -1.58065, -8.18860)
H (1.05761, -1.14550, -8.28949)
H (0.14112, -1.92018, -9.60020)
H (-1.27677, 0.24407, -9.59388)
H (-0.59915, 2.11141, -8.32572)
H (0.56704, 1.18072, -7.45534)
H (-1.42865, 2.36730, -5.84899)
H (-0.08033, 1.25785, -5.45627)
H (-1.76787, 0.94365, -4.94490)
H (1.53356, 0.43315, -10.00985)
H (0.35359, 0.82864, -11.09155)
C (3.69706, -4.91470, -6.16828)
C (4.61644, -4.65028, -4.97800)
C (3.89283, -4.97158, -3.62727)
O (2.76138, -4.22694, -3.50614)
C (2.25763, -4.19653, -2.17628)
N (5.84171, -5.48212, -5.14389)
H (2.75412, -4.39421, -6.03598)
H (3.44387, -5.99797, -6.19830)
H (4.08873, -4.58235, -7.11475)
H (4.95074, -3.62963, -4.92650)
H (4.58126, -4.70039, -2.85800)
H (3.67592, -6.06756, -3.58413)
H (2.31791, -5.21599, -1.70493)
H (1.24277, -3.81162, -2.17462)
H (2.90215, -3.56996, -1.55937)
H (5.64330, -6.41865, -5.46107)
H (6.48863, -5.45412, -4.36451)
C (6.41681, -1.02548, 0.92766)
C (5.06552, -0.38331, 1.17121)
C (5.16588, 1.10182, 0.89507)
O (5.43981, 1.22220, -0.55886)
C (5.83202, 2.55079, -0.87417)
N (4.02744, -0.96825, 0.37307)
H (6.34914, -2.10405, 1.01206)
H (7.14651, -0.65591, 1.64378)
H (6.83252, -0.82399, -0.06356)
H (4.84405, -0.53969, 2.22884)
H (5.88531, 1.65877, 1.50307)
H (4.16284, 1.50732, 1.09211)
H (6.18147, 2.59949, -1.93865)
H (6.59732, 2.94278, -0.16498)
H (4.93550, 3.16236, -0.86181)
H (4.35906, -0.97741, -0.57496)
H (3.16868, -0.43049, 0.30631)
C (-3.51516, -1.38050, 2.47066)
C (-4.73088, -1.70946, 3.31057)
C (-4.93691, -3.21441, 3.41596)
O (-5.43333, -3.60582, 2.16931)
C (-5.68252, -5.02346, 2.11994)
N (-4.45034, -1.22560, 4.65831)
H (-3.63565, -1.74816, 1.41159)
H (-2.66867, -1.91291, 2.91143)
H (-3.29528, -0.29380, 2.43377)
H (-5.63901, -1.27980, 2.86263)
H (-5.68862, -3.39160, 4.21148)
H (-4.04739, -3.76603, 3.72895)
H (-4.78551, -5.54555, 2.41694)
H (-6.00354, -5.32999, 1.14060)
H (-6.46202, -5.21123, 2.83949)
H (-5.12299, -1.44582, 5.36586)
H (-4.22528, -0.27694, 4.76766)
C (-2.18962, 3.05173, -2.74392)
C (-2.40853, 4.29149, -1.84928)
C (-3.63054, 5.07122, -2.33973)
O (-3.50702, 5.61986, -3.62484)
C (-4.65772, 6.34266, -3.95838)
N (-2.60632, 3.90487, -0.42327)
H (-3.09155, 2.52530, -2.88302)
H (-1.39024, 2.35844, -2.36503)
H (-1.94323, 3.35626, -3.76998)
H (-1.52215, 4.96201, -1.85211)
H (-3.78146, 5.80392, -1.55873)
H (-4.42534, 4.36903, -2.28014)
H (-4.83432, 7.14723, -3.24059)
H (-5.54243, 5.74501, -3.96173)
H (-4.56207, 6.82894, -4.92990)
H (-2.66330, 4.79304, 0.11740)
H (-3.51856, 3.44087, -0.27596)



(3)
The following is a DFT calculation (wB97M-V/def2-TZVPD) of a 2-piece molecular cluster, CHO3PS overall.

Its orbital gap is 5.640 eV. Its spin multiplicity is 1. The energy relative to the best compared isomer or geometry (same formula, charge and spin) is 2.2213 eV. For the total energy, the calculation gives -1003.9149 hartree. As for the LUMO energy: -3.28 eV.

Atoms and positions in Å:
C (0.23635, -1.00617, -0.65959)
O (1.33578, -0.48487, -0.97675)
O (0.40996, -2.26684, -0.17024)
O (-0.85849, -0.53552, -0.89734)
P (3.44697, 0.54478, -1.57381)
S (2.78290, 1.95423, -2.57147)
H (1.35971, -2.46085, -0.08548)



Q: What is the energy relative to the best compared isomer or geometry (same formula, charge and spin) in the first record?
A: 0.1612 eV



Q: energy relative to the best compared isomer or geometry (same formula, charge and spin) of number 1 (C31H32N6O10RhS)?
A: 0.1612 eV



Q: Number 3 is which compound?
A: CHO3PS



Q: Look up the energy relative to the best compared isomer or geometry (same formula, charge and spin) of the third one.
A: 2.2213 eV